Below is C8H15BrO2 in the gas phase in a non-equilibrium geometry, with properties calculated with the ωB97M-V functional and the def2-TZVPD basis.

Last column: Löwdin charge in e.
CARTESIAN COORDINATES (ANGSTROEM)
Br (-4.136, -0.761, -3.164)  0.611
O (1.498, 0.043, -0.323)  -0.085
O (0.442, -0.191, 1.725)  -0.075
C (1.711, 1.878, 1.283)  0.005
C (2.862, -0.297, 1.616)  0.011
C (-2.323, -1.071, -2.405)  -0.587
C (0.171, 0.037, -0.986)  -0.167
C (-0.855, -0.037, 1.130)  -0.132
C (-2.250, -0.592, -1.055)  -0.281
C (1.601, 0.387, 1.082)  -0.588
C (-0.895, -0.668, -0.272)  -0.266
H (1.811, 2.116, 2.373)  0.111
H (2.408, 2.361, 0.590)  0.101
H (0.661, 2.113, 0.992)  0.083
H (3.193, 0.178, 2.493)  0.060
H (3.566, -0.091, 0.853)  0.074
H (2.701, -1.425, 1.800)  0.127
H (-2.248, -2.101, -2.350)  0.046
H (-1.624, -0.534, -3.009)  0.060
H (0.388, -0.524, -1.961)  0.146
H (-0.028, 1.089, -1.338)  0.148
H (-0.994, 0.966, 1.050)  0.078
H (-1.663, -0.474, 1.811)  0.161
H (-2.952, -1.177, -0.581)  0.084
H (-2.540, 0.457, -1.124)  0.118
H (-0.504, -1.684, -0.230)  0.158

Results
**Energy relative to the best compared isomer or geometry (same formula, charge and spin)**: 121.9 kJ/mol
**E_LUMO**: 0.752 eV
**E_tot**: -82675.0799 eV

Below is 3 unconnected molecules or ions with the total composition C20H47FNO8P2, with properties calculated with the ωB97M-V functional and the def2-TZVPD basis.

Last column: Löwdin charge in e.
CARTESIAN COORDINATES (ANGSTROEM)
C (2.808, -1.765, -1.152)  -0.068
C (1.991, -2.350, -2.295)  -0.259
O (2.868, -2.899, -3.262)  -0.140
C (2.599, -2.594, -4.613)  -0.152
C (3.709, -1.726, -5.286)  -0.457
P (4.851, -2.876, -6.157)  0.477
O (5.381, -4.004, -5.389)  -0.259
O (5.993, -2.032, -6.874)  -0.116
O (3.877, -3.306, -7.361)  -0.136
O (3.171, -0.959, -6.337)  -0.349
P (2.513, 0.643, -5.776)  0.626
C (1.789, 2.262, -5.131)  -0.463
F (2.442, 3.359, -5.741)  -0.112
C (1.789, 2.534, -3.638)  -0.249
C (0.901, 1.573, -2.833)  -0.110
O (3.535, 0.399, -4.313)  -0.230
C (4.290, -0.726, -4.278)  -0.366
O (5.663, -0.414, -4.699)  -0.059
N (6.244, 0.380, -3.743)  -0.045
O (7.260, 0.842, -4.119)  0.036
H (3.153, -0.759, -1.397)  0.063
H (2.257, -1.749, -0.211)  0.052
H (3.697, -2.385, -1.025)  0.085
H (1.331, -3.142, -1.918)  0.114
H (1.356, -1.580, -2.745)  0.105
H (1.664, -2.042, -4.717)  0.104
H (2.496, -3.537, -5.157)  0.121
H (5.649, -1.175, -7.165)  0.084
H (3.182, -2.629, -7.442)  0.070
H (1.453, -0.068, -5.102)  0.017
H (1.732, 0.708, -6.983)  -0.002
H (3.606, 1.310, -6.410)  0.024
H (0.754, 2.288, -5.496)  0.103
H (2.809, 2.522, -3.256)  0.099
H (1.418, 3.557, -3.513)  0.100
H (0.245, 0.994, -3.485)  0.058
H (0.257, 2.125, -2.144)  0.059
H (1.500, 0.884, -2.239)  0.046
H (4.369, -1.136, -3.273)  0.133
C (1.646, 1.378, 1.296)  -0.108
C (1.542, 0.992, 2.767)  -0.269
C (1.493, -0.520, 2.988)  -0.227
C (0.301, -1.223, 2.336)  -0.230
C (-1.067, -0.697, 2.766)  -0.271
C (-1.339, -0.851, 4.259)  -0.106
H (0.773, 1.049, 0.730)  0.064
H (1.724, 2.458, 1.169)  0.072
H (2.528, 0.921, 0.841)  0.072
H (0.661, 1.466, 3.211)  0.096
H (2.404, 1.393, 3.307)  0.103
H (1.498, -0.725, 4.063)  0.099
H (2.413, -0.963, 2.594)  0.107
H (0.359, -2.292, 2.567)  0.111
H (0.382, -1.148, 1.249)  0.090
H (-1.837, -1.233, 2.205)  0.105
H (-1.166, 0.356, 2.484)  0.095
H (-1.265, -1.897, 4.564)  0.076
H (-2.343, -0.502, 4.510)  0.049
H (-0.633, -0.276, 4.860)  0.067
C (-4.836, 1.421, 3.640)  -0.103
C (-5.596, 0.317, 4.368)  -0.272
C (-7.012, 0.718, 4.779)  -0.230
C (-7.088, 1.901, 5.746)  -0.231
C (-6.314, 1.713, 7.050)  -0.272
C (-6.808, 0.537, 7.887)  -0.114
H (-4.689, 2.297, 4.273)  0.068
H (-3.850, 1.073, 3.328)  0.054
H (-5.374, 1.739, 2.745)  0.078
H (-5.027, 0.001, 5.248)  0.093
H (-5.658, -0.561, 3.720)  0.106
H (-7.513, -0.149, 5.221)  0.100
H (-7.584, 0.968, 3.880)  0.109
H (-8.140, 2.090, 5.982)  0.108
H (-6.727, 2.804, 5.247)  0.100
H (-6.397, 2.631, 7.638)  0.103
H (-5.249, 1.586, 6.837)  0.098
H (-7.868, 0.649, 8.127)  0.073
H (-6.259, 0.465, 8.827)  0.068
H (-6.684, -0.411, 7.362)  0.064

Results
**E_LUMO**: 2.041 eV
**E_tot**: -60668.7193 eV
**Charge**: -1

Below is 23 unconnected molecules or ions with the total composition C12H74N2O25 in a non-equilibrium geometry, with properties calculated with the ωB97M-V functional and the def2-TZVPD basis.

Last column: Löwdin charge in e.
CARTESIAN COORDINATES (ANGSTROEM)
C (9.012, -2.848, -0.166)  -0.073
O (7.892, -2.431, -0.994)  -0.160
C (6.918, -1.678, -0.213)  -0.172
C (5.555, -1.683, -0.952)  -0.083
N (4.309, -1.366, -0.097)  0.043
H (4.312, -2.359, 0.425)  0.247
H (4.718, -0.574, 0.488)  0.092
C (2.985, -1.046, -0.769)  -0.078
C (2.924, 0.393, -1.469)  -0.136
O (1.533, 0.461, -1.926)  -0.252
C (1.342, 1.506, -2.847)  -0.113
H (8.859, -3.508, 0.839)  0.155
H (9.511, -2.036, 0.156)  0.039
H (9.765, -3.294, -0.704)  0.063
H (7.351, -0.801, 0.057)  0.085
H (6.906, -2.236, 0.701)  0.110
H (5.254, -2.408, -1.622)  0.105
H (5.675, -1.005, -1.870)  0.158
H (2.187, -1.123, -0.050)  0.109
H (2.715, -1.705, -1.556)  0.119
H (3.575, 0.315, -2.429)  0.151
H (3.294, 1.230, -0.601)  0.157
H (1.845, 1.602, -3.879)  0.118
H (1.711, 2.459, -2.457)  0.094
H (0.330, 1.254, -3.279)  0.111
C (-3.527, -2.147, -1.687)  -0.083
O (-2.430, -1.258, -1.532)  -0.188
C (-2.711, -0.328, -0.477)  -0.188
C (-1.721, 0.725, -0.303)  -0.144
N (-1.864, 1.609, 0.831)  0.061
H (-2.875, 1.988, 0.706)  0.158
H (-1.986, 1.118, 1.611)  0.030
C (-0.780, 2.652, 1.066)  0.022
C (0.533, 1.904, 1.660)  -0.144
O (1.373, 2.973, 2.172)  -0.205
C (2.736, 2.676, 2.283)  -0.094
H (-3.644, -2.914, -0.869)  0.088
H (-3.371, -2.934, -2.432)  0.077
H (-4.444, -1.583, -1.678)  0.059
H (-2.775, -1.007, 0.399)  0.138
H (-3.832, -0.070, -0.504)  0.124
H (-1.663, 1.444, -1.113)  0.136
H (-0.693, 0.247, -0.362)  0.132
H (-1.088, 3.369, 1.897)  0.144
H (-0.571, 3.146, 0.207)  0.092
H (0.931, 1.202, 0.944)  0.084
H (0.403, 1.124, 2.571)  0.119
H (3.282, 2.339, 1.274)  0.108
H (2.984, 1.906, 3.127)  0.090
H (3.312, 3.482, 2.522)  0.056
O (-2.584, 0.662, 3.331)  0.029
H (-2.530, -0.322, 3.297)  0.093
H (-1.921, 0.969, 3.801)  -0.090
O (0.896, 4.915, 3.965)  0.017
H (1.038, 4.360, 3.258)  -0.058
H (0.032, 5.168, 3.791)  -0.043
O (-1.915, -5.217, -3.696)  -0.034
H (-2.810, -4.679, -3.924)  0.074
H (-1.757, -5.912, -4.174)  -0.046
O (-4.061, -3.876, -4.825)  0.004
H (-3.402, -3.347, -5.371)  0.133
H (-4.927, -3.808, -4.804)  -0.028
O (-5.704, 1.338, -1.439)  -0.082
H (-6.499, 1.486, -1.998)  0.094
H (-5.698, 0.349, -1.347)  0.038
O (-0.460, -2.672, -0.756)  -0.057
H (-0.358, -2.112, -1.608)  -0.034
H (-0.427, -2.274, 0.031)  -0.097
O (-0.447, 1.758, 4.864)  -0.103
H (0.360, 2.307, 4.736)  0.049
H (-0.282, 0.799, 5.306)  0.142
O (-6.789, -3.145, -1.565)  0.072
H (-7.006, -4.030, -1.191)  0.130
H (-6.576, -3.179, -2.367)  -0.064
O (0.108, -1.693, -2.823)  0.088
H (0.600, -1.106, -2.489)  -0.099
H (-0.424, -1.413, -3.597)  0.136
O (-1.957, 5.254, 3.591)  -0.078
H (-1.688, 6.185, 3.426)  0.071
H (-2.914, 5.272, 3.315)  0.076
O (5.220, 0.844, 1.098)  -0.035
H (5.666, 1.456, 0.374)  0.172
H (5.845, 0.983, 1.744)  0.033
O (4.445, 5.836, 0.063)  -0.065
H (4.054, 5.843, 0.972)  0.053
H (4.611, 6.725, -0.176)  0.012
O (-0.164, -1.092, 1.523)  -0.014
H (-0.896, -1.343, 2.176)  0.120
H (0.587, -0.768, 1.869)  -0.076
O (-3.452, -5.786, -1.452)  -0.108
H (-2.816, -5.387, -2.192)  0.059
H (-4.305, -5.823, -1.925)  0.043
O (-6.607, -1.196, 0.012)  -0.002
H (-6.564, -2.031, -0.489)  -0.018
H (-7.359, -1.043, 0.407)  -0.046
O (-4.611, 2.223, 0.954)  -0.017
H (-5.373, 1.942, 0.525)  -0.005
H (-4.703, 2.796, 1.751)  0.102
O (-3.682, 3.265, -2.380)  -0.104
H (-4.350, 2.665, -1.821)  0.084
H (-4.053, 3.606, -3.191)  0.044
O (-2.713, 1.759, -4.352)  -0.057
H (-3.577, 1.490, -4.716)  0.050
H (-3.049, 2.195, -3.606)  -0.085
O (1.951, -0.114, 3.043)  -0.019
H (2.710, 0.314, 2.985)  -0.082
H (1.864, -0.524, 3.948)  0.123
O (-2.630, -4.185, 0.766)  -0.099
H (-2.006, -3.574, 0.282)  0.010
H (-3.026, -4.676, 0.037)  -0.027
O (4.374, 0.899, 4.921)  -0.110
H (4.542, 0.148, 5.517)  0.048
H (4.113, 1.730, 5.498)  0.122

Results
**Energy relative to the best compared isomer or geometry (same formula, charge and spin)**: 0.0 kJ/mol
**E_LUMO**: -4.663 eV
**E_tot**: -67786.3952 eV
**Charge**: +2

Below is 2 unconnected molecules or ions with the total composition CH4Cl2PS in a non-equilibrium geometry, with properties calculated with the ωB97M-V functional and the def2-TZVPD basis.

Last column: Löwdin charge in e.
CARTESIAN COORDINATES (ANGSTROEM)
C (-0.833, 1.252, 0.064)  -0.265
P (0.623, 0.118, 0.108)  0.135
S (0.507, -3.138, 0.297)  0.418
Cl (1.822, 0.734, 1.531)  0.375
Cl (1.654, 0.670, -1.535)  0.333
H (-1.516, 0.798, -0.791)  0.125
H (-0.443, 2.190, -0.057)  0.017
H (-1.354, 1.185, 0.937)  0.013
H (-0.458, -3.809, -0.554)  -0.153

Results
**Energy relative to the best compared isomer or geometry (same formula, charge and spin)**: 328.2 kJ/mol
**E_LUMO (spin up / spin down)**: -8.303 / -7.148 eV
**E_tot**: -46261.4541 eV
**Charge**: +1

Q: What is the formula in the fourth record?
A: CH4Cl2PS

Q: Which of these has the lowest E_tot?
A: C8H15BrO2